Record 1
This record from the OMol25 dataset describes a molecular structure, F4Zn2. The level of theory is wB97M-V/def2-TZVPD.

Energy above the lowest of the compared OMol25 structures with the same formula, charge and spin in eV: 6.003
Net charge: 0
HOMO energy in eV: -9.165
F_max in eV/Å: 6.0

```
6
Properties=species:S:1:pos:R:3:forces:R:3:nbo_charge:R:1
Zn -1.82311 0.16089 -0.24976 2.8 0.2 3.2 1.512
Zn 1.32827 0.61174 -0.86116 -0.6 -2.2 1.6 1.632
F 0.76970 -1.10650 -1.30842 0.7 1.0 -3.0 -0.833
F -0.72244 1.42543 1.17795 -2.3 0.3 -2.3 -0.814
F -0.58043 -0.98169 0.47228 -5.7 -1.9 -0.8 -0.729
F 1.02801 -0.10988 0.76911 5.0 2.7 1.3 -0.769
```
Forces are in eV/Å.



Record 2
This record from the OMol25 dataset describes a molecular structure, C39H75I2O28PS6. The level of theory is wB97M-V/def2-TZVPD.

Energy above the lowest of the compared OMol25 structures with the same formula, charge and spin in eV: 0.000
Net charge: 0
HOMO energy in eV: -7.885
F_max in eV/Å: 1.8

```
151
Properties=species:S:1:pos:R:3:forces:R:3:lowdin_charge:R:1
C -7.87193 -5.12723 6.49375 0.2 -0.4 0.0 -0.107
C -6.97436 -6.14347 5.77818 0.1 0.7 -0.4 -0.256
C -5.88065 -5.41888 4.98163 0.0 -0.2 1.0 -0.217
C -4.76756 -4.89699 5.91307 -0.4 0.6 -0.7 -0.194
C -4.19002 -3.54752 5.43961 0.7 -0.7 0.2 -0.184
C -2.64194 -3.48507 5.53097 -0.7 0.4 -0.5 -0.191
C -2.00956 -3.39047 4.14405 -0.2 0.3 0.3 -0.225
C -2.13066 -1.98836 3.56143 0.3 -0.1 -0.2 -0.212
C -1.33743 -1.83094 2.25180 0.0 0.5 0.8 -0.200
C -0.05934 -1.03136 2.47675 0.3 0.0 -0.2 -0.214
C 0.95838 -1.16606 1.33364 -0.7 0.4 0.9 -0.233
C 0.33164 -0.61450 0.05321 0.2 -0.8 -1.1 -0.261
C 1.19749 0.09357 -1.04154 -0.4 -0.4 0.2 -0.380
P 2.64505 -1.13254 -1.10101 0.5 0.0 1.7 0.989
C 2.20987 -2.62278 -2.07634 0.2 0.3 -0.3 -0.273
C 4.26655 -0.40114 -1.56856 -0.5 0.2 -1.2 -0.302
C 1.60313 1.50985 -0.54427 0.4 0.3 -0.3 -0.539
I -0.06214 2.68436 0.34055 -0.1 0.0 0.3 1.142
C 2.69452 1.62507 0.50540 0.2 0.1 0.1 -0.235
C 3.19940 2.99539 0.95934 0.4 0.1 0.0 -0.193
C 3.64300 3.97656 -0.10258 0.0 -0.2 0.1 -0.236
O 4.34668 5.03832 0.51793 0.0 0.1 -0.1 -0.187
C 3.93546 6.33906 0.13533 0.3 0.0 0.2 -0.087
C 1.67220 2.17846 -1.90230 -0.8 -0.4 0.3 -0.557
O 2.53292 2.72924 -2.49879 0.3 0.5 0.0 0.140
O 0.43172 1.89205 -2.44484 0.9 -0.3 -0.3 -0.091
C 0.27533 0.45148 -2.33614 -0.3 1.2 0.2 -0.414
O -1.07275 0.29501 -1.96850 0.2 -0.3 -0.6 -0.112
C -1.68272 -0.98618 -2.11953 -0.8 -0.2 0.8 -0.226
C -2.98705 -0.93821 -2.90358 0.8 -0.2 -0.3 -0.060
C 0.42388 0.07486 -3.84683 0.1 0.0 -0.4 -0.540
I 2.37980 0.07043 -4.79993 0.2 -0.4 0.7 0.990
C -0.26919 1.10531 -4.76977 -0.3 -0.4 -0.1 -0.350
C -1.73917 1.39572 -4.53116 0.1 0.4 -0.5 -0.079
H -8.24324 -5.53414 7.42778 -0.2 0.0 0.1 0.067
H -7.32908 -4.21388 6.71545 0.1 0.2 0.1 0.062
H -8.71350 -4.86333 5.86266 -0.2 0.1 0.0 0.067
H -7.58482 -6.70384 5.07784 -0.1 -0.4 0.1 0.100
H -6.50175 -6.80946 6.48911 0.0 -0.3 0.1 0.100
H -5.42568 -6.10408 4.27440 -0.1 0.0 -0.4 0.096
H -6.35073 -4.58107 4.47486 0.0 0.1 -0.4 0.099
H -3.97740 -5.63539 5.94672 0.1 0.0 0.2 0.061
H -5.17352 -4.76215 6.90975 0.1 -0.2 0.3 0.109
H -4.62156 -2.73446 6.01273 -0.2 0.2 0.0 0.106
H -4.46506 -3.41623 4.39782 -0.1 0.2 -0.2 0.088
H -2.26876 -4.35133 6.06274 0.1 -0.1 0.2 0.099
H -2.37689 -2.57777 6.06614 0.3 0.0 0.3 0.102
H -0.95178 -3.64050 4.19948 0.2 -0.2 -0.1 0.111
H -2.50391 -4.08100 3.46329 0.1 -0.4 -0.1 0.113
H -1.73090 -1.29370 4.29673 0.0 0.2 0.1 0.107
H -3.17199 -1.71373 3.41965 -0.2 -0.1 0.0 0.104
H -1.95748 -1.30672 1.53128 0.0 -0.2 -0.4 0.099
H -1.05008 -2.81680 1.89294 -0.2 -0.2 -0.4 0.112
H -0.28478 0.02543 2.61603 -0.2 0.2 0.1 0.101
H 0.41302 -1.36136 3.40040 0.1 -0.2 0.2 0.113
H 1.16293 -2.22503 1.23252 0.3 -0.2 -0.2 0.098
H 1.87911 -0.69919 1.65377 0.2 0.1 -0.2 0.077
H -0.53635 -0.00685 0.26505 -0.1 0.2 0.1 0.043
H -0.05631 -1.49198 -0.45505 -0.2 -0.1 0.0 0.086
H 1.13620 -2.75689 -2.14692 -0.2 0.1 -0.1 0.027
H 2.58496 -3.46912 -1.51209 0.1 -0.1 0.2 0.030
H 2.64798 -2.67267 -3.05964 0.0 0.1 -0.5 0.002
H 4.73547 -0.99381 -2.34591 0.1 -0.2 -0.1 0.029
H 4.15095 0.59285 -1.98870 0.1 0.2 -0.1 0.009
H 4.91238 -0.35876 -0.70335 0.1 -0.1 0.2 0.027
H 2.28979 1.17170 1.40052 -0.1 -0.2 0.2 0.091
H 3.55344 1.01185 0.25507 0.1 0.0 -0.3 0.085
H 4.07103 2.79710 1.58012 0.2 -0.1 0.1 0.121
H 2.50520 3.50209 1.62037 -0.3 0.0 0.0 0.080
H 2.78048 4.34771 -0.64546 -0.1 0.2 -0.1 0.101
H 4.29930 3.48590 -0.82019 0.1 0.0 -0.2 0.123
H 3.50372 6.38073 -0.86033 -0.1 -0.1 -0.1 0.088
H 4.82068 6.96741 0.13763 0.1 0.2 0.0 0.070
H 3.23990 6.75487 0.85954 -0.3 0.0 0.0 0.087
H -1.93806 -1.32512 -1.11685 0.1 0.1 0.2 0.104
H -1.02257 -1.75623 -2.50609 0.3 0.1 -0.2 0.114
H -2.79408 -1.28282 -3.91023 -0.2 0.2 -0.3 0.049
H -3.36677 0.07352 -2.92822 -0.3 0.0 0.1 0.083
H -3.70042 -1.63595 -2.48725 -0.2 0.0 0.2 0.077
H 0.01414 -0.89168 -4.10290 0.1 -0.4 0.3 0.071
H -0.18896 0.66073 -5.75781 0.0 0.0 -0.2 0.078
H 0.32360 2.00658 -4.81681 0.0 0.3 0.2 0.076
H -2.03720 2.18385 -5.21781 0.0 0.2 -0.2 0.084
H -1.95947 1.74166 -3.53177 0.0 0.0 0.2 0.071
H -2.34317 0.53774 -4.79614 -0.1 -0.1 0.1 0.050
C 7.84933 5.90896 -1.49454 0.0 -0.3 0.0 -0.151
C 7.62371 6.01802 -0.00249 -0.2 0.2 0.0 -0.158
O 8.95282 6.00505 0.54977 0.1 -0.2 -0.2 -0.181
S 9.96198 6.72739 -0.45008 -0.3 -0.1 0.0 0.591
O 10.16220 8.07132 -0.05178 0.1 0.1 0.0 -0.210
O 11.06441 5.85951 -0.66872 0.2 -0.1 0.0 -0.232
O 9.01364 6.71726 -1.73663 0.0 0.1 0.1 -0.189
H 8.06917 4.88272 -1.79373 0.0 0.0 0.0 0.134
H 7.01452 6.28820 -2.07636 0.1 0.2 -0.1 0.137
H 7.04329 5.19147 0.39665 0.1 0.0 0.1 0.130
H 7.14748 6.96262 0.26320 0.0 0.0 0.0 0.127
C -1.16900 6.45288 -1.12587 -0.3 -0.1 0.1 -0.169
C -1.36638 7.75130 -1.87953 0.2 -0.1 -0.3 -0.156
O -0.91384 8.75806 -0.96244 -0.1 -0.1 0.2 -0.185
S 0.29225 8.18723 -0.08248 -0.2 -0.1 -0.2 0.584
O 1.52789 8.58814 -0.65236 0.1 0.0 0.1 -0.222
O 0.00089 8.42421 1.28260 0.0 0.1 0.1 -0.211
O 0.06937 6.64065 -0.42258 0.1 0.1 -0.2 -0.218
H -1.96194 6.28530 -0.39489 0.0 0.0 0.0 0.134
H -1.08879 5.59049 -1.78188 0.2 0.0 0.1 0.127
H -2.40417 7.93726 -2.13846 0.0 0.1 0.1 0.136
H -0.74834 7.79352 -2.77827 0.0 0.0 0.0 0.135
C -7.45878 -2.27219 -5.88850 -0.1 -0.2 0.2 -0.147
C -7.25874 -0.98303 -5.12435 -0.2 0.2 -0.2 -0.147
O -5.93337 -1.11409 -4.57339 0.0 -0.2 0.1 -0.194
S -5.00718 -1.94496 -5.56881 -0.5 0.0 -0.1 0.575
O -4.23377 -1.04968 -6.35184 0.2 -0.1 0.0 -0.216
O -4.40242 -3.00325 -4.84259 0.2 0.0 0.0 -0.227
O -6.17536 -2.53765 -6.48285 0.0 0.2 0.0 -0.186
H -7.70926 -3.10102 -5.22421 0.0 0.0 0.0 0.135
H -8.20922 -2.18778 -6.66850 0.1 0.0 -0.1 0.136
H -7.96930 -0.84639 -4.31416 0.2 0.0 0.0 0.091
H -7.27450 -0.11848 -5.79082 0.0 0.0 0.0 0.139
C -0.92077 -8.13590 4.48144 0.2 0.0 0.2 -0.154
C -1.24829 -9.59819 4.71100 -0.1 -0.1 -0.3 -0.157
O -2.22444 -9.57299 5.76228 0.2 0.2 0.0 -0.184
S -3.13405 -8.26508 5.62302 0.3 -0.3 0.0 0.581
O -4.33240 -8.59129 4.94079 -0.2 0.2 0.0 -0.210
O -3.14729 -7.62157 6.88433 -0.1 0.0 0.1 -0.215
O -2.18473 -7.46751 4.61253 -0.1 -0.1 -0.1 -0.198
H -0.24111 -7.75057 5.24319 0.0 0.0 0.0 0.135
H -0.51213 -7.94439 3.49366 -0.1 0.1 -0.1 0.135
H -0.38831 -10.17917 5.02954 -0.1 0.0 0.2 0.136
H -1.69598 -10.05541 3.82669 0.0 0.0 0.0 0.135
C 12.60327 3.83884 -2.95809 -0.1 0.0 0.4 -0.166
C 13.78642 4.78010 -2.99112 -0.1 0.2 -0.2 -0.157
O 14.91055 3.91194 -3.20997 -0.1 -0.2 0.1 -0.189
S 14.47626 2.67943 -4.13026 -0.1 0.2 0.1 0.592
O 14.82065 2.94545 -5.47952 0.0 -0.1 -0.1 -0.220
O 14.88382 1.48241 -3.49121 0.1 -0.1 0.0 -0.219
O 12.89562 2.86406 -3.97272 0.1 0.2 -0.1 -0.190
H 12.52383 3.32952 -1.99699 0.0 0.0 0.0 0.135
H 11.66617 4.33744 -3.18473 0.0 -0.1 -0.2 0.128
H 13.91660 5.32433 -2.06126 0.1 -0.1 0.1 0.135
H 13.71998 5.48275 -3.82375 0.0 0.0 0.0 0.135
C -7.80551 -2.05562 0.09848 0.2 -0.1 -0.1 -0.149
C -7.16828 -0.71335 0.39233 -0.1 0.0 0.3 -0.152
O -7.58206 0.11134 -0.70964 0.0 -0.2 -0.1 -0.183
S -9.04461 -0.31259 -1.18324 0.2 -0.1 0.2 0.606
O -10.01077 0.54513 -0.60774 -0.2 0.0 -0.1 -0.201
O -9.00072 -0.52448 -2.58849 -0.2 0.1 0.1 -0.233
O -9.09782 -1.72071 -0.43583 0.0 0.2 0.1 -0.182
H -7.24775 -2.60925 -0.65863 0.0 0.0 0.0 0.134
H -7.92908 -2.66912 0.98568 -0.2 0.0 0.0 0.136
H -6.08399 -0.75684 0.42501 0.0 0.1 -0.2 0.135
H -7.54909 -0.27751 1.31728 0.0 0.0 0.0 0.136
```
Forces are in eV/Å.



Record 3
This record from the OMol25 dataset describes a single C3H4O molecule. The level of theory is wB97M-V/def2-TZVPD.

SMILES: O=C1CC1
Energy above the lowest of the compared OMol25 structures with the same formula, charge and spin in eV: 1.302
Net charge: 0
HOMO energy in eV: -9.285
F_max in eV/Å: 5.5

```
8
Properties=species:S:1:pos:R:3:forces:R:3:nbo_charge:R:1
O -2.13255 -0.00323 -0.01026 -4.4 0.4 0.0 -0.463
C -0.98747 0.01347 0.03767 5.5 -0.2 -0.4 0.628
C 0.22126 -0.82875 -0.02804 0.4 1.2 -1.4 -0.547
C 0.33963 0.74328 0.01783 -2.2 -1.1 -0.9 -0.533
H 0.58620 -1.07517 0.89461 0.6 -1.6 2.3 0.229
H 0.64072 -1.40203 -0.86933 -0.6 0.4 0.3 0.238
H 0.61533 1.25046 -0.84684 0.0 0.6 -1.9 0.223
H 0.71689 1.30198 0.80435 0.7 0.3 2.0 0.226
```
Forces are in eV/Å.



Record 4
This record from the OMol25 dataset describes a molecular structure, B2F4H4Sn. The level of theory is wB97M-V/def2-TZVPD.

Energy above the lowest of the compared OMol25 structures with the same formula, charge and spin in eV: 1.206
Net charge: 0
HOMO energy in eV: -10.217
F_max in eV/Å: 4.2

```
11
Properties=species:S:1:pos:R:3:forces:R:3:nbo_charge:R:1
Sn -0.36146 -2.26371 -0.13767 0.7 4.2 -0.2 1.641
B 0.92415 0.19535 -1.87453 0.3 0.8 1.3 -0.701
H 0.30382 -0.77843 -2.07022 -2.1 -2.9 -0.4 -0.115
H 0.29636 0.97924 -1.34934 -1.3 1.0 0.9 0.018
H 1.77662 -0.11094 -1.17365 1.7 -0.7 1.5 -0.013
H 1.35363 0.63105 -2.83078 0.6 -0.1 -2.0 0.055
B -0.86181 0.31712 1.91411 -0.4 1.5 1.3 1.349
F -1.14656 0.14216 0.53766 0.0 -1.0 -1.7 -0.572
F -0.19105 -0.89869 2.20735 0.5 -1.9 -0.2 -0.585
F -0.00998 1.36771 2.20475 -0.5 -0.5 -0.5 -0.531
F -2.08374 0.41914 2.57231 0.6 -0.3 -0.1 -0.546
```
Forces are in eV/Å.



Record 5
This record from the OMol25 dataset describes 2 unconnected molecules or ions with the total composition C6H7BrN4S. The level of theory is wB97M-V/def2-TZVPD.

SMILES: N#C/C=C(Br)\N=C/N.CC#[N+][S-]
Net charge: 0
HOMO energy in eV: -8.329
F_max in eV/Å: 8.0

```
19
Properties=species:S:1:pos:R:3:forces:R:3:nbo_charge:R:1
N -0.04913 -2.89003 -1.50519 -0.6 -0.1 -0.1 -0.354
C -0.98971 -2.32344 -1.14673 0.8 0.2 0.1 0.284
C -1.98422 -1.48038 -0.58926 0.4 0.4 1.6 -0.453
C -1.68088 -0.68777 0.48739 -1.1 1.1 -0.9 0.294
Br -3.27306 0.38766 1.16915 0.5 -0.8 -0.3 -0.091
N -0.50329 -0.41570 1.01627 0.9 -0.9 0.8 -0.589
C -0.00025 0.58845 1.66283 -0.3 0.3 -1.0 0.367
N -0.53738 1.79791 1.79170 2.0 3.7 1.2 -0.771
H -2.99386 -1.54689 -0.90559 -0.6 -0.1 -0.3 0.259
H 1.03647 0.52091 2.06352 -0.9 -0.2 -0.3 0.197
H -1.41609 2.18360 1.49939 -0.5 -1.1 -0.5 0.430
H 0.08954 2.67478 1.94082 -1.0 -2.7 0.0 0.419
C 2.13536 -0.77577 -1.07902 0.2 0.5 -0.8 -0.703
C 1.69877 0.59982 -1.24843 -1.4 2.4 0.6 0.387
N 1.18193 1.65060 -1.07534 3.5 -7.1 -1.1 -0.454
S 0.54906 3.00950 -1.05395 -2.3 5.0 0.2 -0.015
H 3.02422 -0.72925 -0.49505 1.0 -0.2 0.4 0.243
H 2.33481 -1.30158 -2.02693 -0.2 0.3 0.4 0.267
H 1.37773 -1.26242 -0.50558 -0.5 -0.6 0.2 0.283
```
Forces are in eV/Å.



Record 6
This record from the OMol25 dataset describes a molecular structure, C3H8N2O2. The level of theory is wB97M-V/def2-TZVPD.

Energy above the lowest of the compared OMol25 structures with the same formula, charge and spin in eV: 5.746
Net charge: 0
HOMO energy in eV: -9.553
F_max in eV/Å: 1.3

```
15
Properties=species:S:1:pos:R:3:forces:R:3:nbo_charge:R:1
C -1.39245 1.12907 -0.80556 0.2 -0.2 0.0 -0.696
C -1.09968 0.36584 0.46025 -0.8 -0.8 0.0 0.478
O -1.34532 -0.89163 0.54851 0.4 1.1 -0.1 -0.677
H -1.20839 0.96868 1.37306 0.3 0.0 0.0 0.146
H -1.23794 0.49826 -1.68186 0.1 0.0 0.0 0.216
H -0.79259 2.03728 -0.87134 0.0 0.0 0.0 0.229
H -2.44852 1.40744 -0.78501 0.0 0.0 0.1 0.236
N 1.73967 0.87000 -0.13010 -0.1 -0.5 0.2 -0.491
C 0.48690 -1.51348 0.13952 1.1 0.7 0.2 0.468
O 0.70414 0.12144 0.47517 -0.7 -0.5 0.1 -0.455
N 0.95639 -2.35455 0.90895 -0.9 -0.3 -0.4 -0.697
H 2.54995 0.67493 0.45629 0.0 0.1 -0.2 0.351
H 1.92326 0.46511 -1.04822 -0.1 0.0 0.0 0.335
H 0.78116 -2.21325 1.89821 0.5 0.4 0.0 0.382
H 0.38342 -1.56512 -0.93787 0.1 0.0 0.0 0.176
```
Forces are in eV/Å.